Entry from OMol25: a single C5H6O molecule at a distorted geometry (ωB97M-V/def2-TZVPD).

Each atom is followed by the atoms it is bonded to, with distances in Å.
Element x y z (Å)
1 O -2.56745 -0.02362 -0.64582  C2 1.207
2 C -2.07772 -0.25148 0.43388  O1 1.207, C3 1.510, H7 1.114
3 C -0.60490 -0.11369 0.73614  C2 1.510, C4 1.552, H8 1.096, H9 1.111
4 C 0.26564 0.19779 -0.51003  C3 1.552, C5 1.445, H10 1.105, H11 1.091
5 C 1.66776 0.33568 -0.18979  C4 1.445, C6 1.209
6 C 2.80940 -0.00961 0.01083  C5 1.209, H12 1.055
7 H -2.72065 -0.56620 1.28784  C2 1.114
8 H -0.26379 -1.00732 1.27173  C3 1.096
9 H -0.53526 0.68839 1.50204  C3 1.111
10 H 0.56200 -0.57013 -1.24739  C4 1.105
11 H -0.22861 0.94216 -1.13642  C4 1.091
12 H 3.76113 0.21118 0.40958  C6 1.055

HOMO energy: -9.89 eV
largest force on an atom: 2.01 eV/Å
SMILES: C#CCCC=O
relative energy (zero: lowest compared OMol25 entry of this formula, charge and spin): 59.6 kcal/mol
frontier orbital gap: 10.716 eV

Atom charges from the Mulliken analysis, given in e for atoms 1 to 5: atom 1 (O): -0.471, atom 2 (C): -0.001, atom 3 (C): -0.435, atom 4 (C): -0.332, atom 5 (C): -0.512